80
Properties=species:S:1:pos:R:3 method="wB97M-V/def2-TZVPD" homo_ev=-7.08 homo_lumo_gap_ev=7.4030 total_charge=0
Pb -3.7795 -6.1339 -25.6916
C -1.5526 -7.3114 -29.4661
C -2.2720 -6.9026 -28.1982
O -1.7047 -6.5663 -27.1739
O -3.5100 -6.8857 -28.2152
H -0.4817 -7.4581 -29.3258
H -1.6566 -6.5525 -30.2416
H -1.9538 -8.2363 -29.8803
C -4.3306 -9.4991 -22.9031
C -4.1132 -8.5538 -24.0712
O -4.9822 -8.3315 -24.9562
O -3.0392 -7.9030 -24.0612
H -4.0150 -8.9972 -21.9884
H -3.8266 -10.4641 -22.9576
H -5.3961 -9.6867 -22.7704
C 0.1213 -3.1714 -26.2097
O -0.2434 -2.8394 -24.8871
P -1.0271 -3.9366 -24.0086
O -2.1452 -4.6001 -24.7554
O 0.1716 -4.9319 -23.4626
C -0.1641 -5.9529 -22.5149
O -1.3429 -3.1230 -22.6198
C -2.6195 -2.4924 -22.4024
H -0.3530 -2.5234 -26.9467
H -0.2343 -4.1620 -26.4933
H 1.2028 -3.1666 -26.3454
H 0.5476 -6.1852 -21.7227
H -0.3875 -6.8710 -23.0583
H -1.1564 -5.7900 -22.0943
H -2.8260 -2.5320 -21.3328
H -3.4629 -3.0065 -22.8633
H -2.4979 -1.4833 -22.7961
C -8.5341 -5.8140 -22.2810
O -7.4266 -5.8991 -23.1072
P -6.0443 -5.1212 -22.7734
O -5.0364 -5.1726 -23.8566
O -6.5792 -3.6354 -22.2784
C -7.2960 -2.9024 -23.2695
O -5.5156 -5.7559 -21.3990
C -4.1805 -5.4541 -20.9731
H -9.3642 -5.3544 -22.8174
H -8.4298 -5.1918 -21.3921
H -8.7386 -6.8396 -21.9737
H -6.9054 -1.8959 -23.4194
H -8.2672 -2.8374 -22.7789
H -7.4484 -3.3524 -24.2505
H -4.1371 -4.9001 -20.0354
H -3.5551 -4.9793 -21.7291
H -3.6070 -6.3579 -20.7670
C -6.2716 -4.7715 -29.6251
O -7.2984 -4.7903 -28.6454
P -7.0620 -4.5973 -27.0738
O -6.0292 -5.4847 -26.4447
O -8.5156 -4.7495 -26.4846
C -9.0691 -5.9609 -26.3070
O -6.7693 -3.0102 -26.9338
C -7.3763 -2.0550 -27.7594
H -5.7837 -5.7286 -29.4411
H -5.6215 -3.9056 -29.4994
H -6.7777 -4.7252 -30.5894
H -8.8529 -6.3182 -25.3002
H -8.6910 -6.7766 -26.9233
H -10.1388 -5.9345 -26.5146
H -7.9976 -2.4368 -28.5696
H -6.6146 -1.4805 -28.2864
H -8.0067 -1.3711 -27.1910
O -3.7810 -3.8384 -27.0833
C -3.5338 -2.7480 -27.5708
O -2.8869 -2.5255 -28.7007
C -2.2201 -3.5073 -29.4631
C -1.8458 -2.7442 -30.7074
C -3.9027 -1.4502 -26.8103
H -2.9018 -4.3094 -29.7460
H -1.4222 -4.0037 -28.9107
H -1.3065 -3.4236 -31.3674
H -1.2107 -1.8846 -30.4934
H -2.7023 -2.3793 -31.2743
H -4.1836 -0.7054 -27.5550
H -3.0781 -1.1751 -26.1527
H -4.7978 -1.5515 -26.1967



157
Properties=species:S:1:pos:R:3 method="wB97M-V/def2-TZVPD" homo_ev=-9.42 homo_lumo_gap_ev=6.1803 total_charge=+1
C 1.7893 -13.0946 4.1129
O 2.3584 -14.3542 3.7612
C 1.6286 -15.3825 4.4019
C 2.3462 -16.6909 4.0983
N 3.8626 -16.5524 4.3009
H 4.1992 -17.4955 4.1137
H 4.2038 -15.9220 3.5764
C 4.2764 -15.9949 5.6504
C 5.7867 -16.0643 5.7593
O 6.4462 -15.4232 4.7027
C 6.3857 -13.9901 4.7529
H 2.4700 -12.3418 3.7056
H 1.6592 -12.8552 5.1723
H 0.8724 -13.0140 3.5196
H 0.6142 -15.5207 4.0163
H 1.5079 -15.3056 5.4893
H 2.2638 -16.8550 3.0227
H 2.0722 -17.5812 4.6534
H 3.7270 -16.4837 6.4547
H 3.8549 -14.9914 5.5937
H 6.0905 -17.1115 5.7050
H 6.0919 -15.6838 6.7391
H 7.0112 -13.6098 3.9495
H 6.8408 -13.6384 5.6804
H 5.3444 -13.7036 4.6015
C -7.3261 -16.1958 7.3553
O -6.7858 -15.6516 6.1959
C -5.3728 -15.6898 6.1474
C -4.8830 -14.7057 5.0752
N -5.7299 -13.4836 5.0102
H -6.7013 -13.6593 5.3108
H -5.4695 -12.8342 5.7564
C -5.7732 -12.6637 3.7223
C -7.0591 -11.8859 3.8306
O -8.1141 -12.8014 4.0128
C -9.3347 -12.1411 4.3186
H -6.9487 -17.1535 7.7317
H -8.4137 -16.2463 7.3060
H -7.1551 -15.5500 8.2366
H -5.0632 -16.6829 5.8107
H -4.9582 -15.4538 7.1339
H -4.9694 -15.2146 4.1231
H -3.8836 -14.4182 5.3879
H -5.7643 -13.3002 2.8420
H -4.8269 -12.1289 3.7653
H -7.2808 -11.3251 2.9123
H -7.0544 -11.0869 4.5886
H -9.4254 -11.1214 3.9371
H -9.3874 -12.0245 5.4085
H -10.2029 -12.7117 4.0023
C -6.4056 -19.4699 6.1625
O -5.7767 -19.2498 7.4066
C -4.6253 -20.1021 7.5471
C -4.2617 -20.2535 9.0057
N -4.2792 -18.9492 9.7857
H -5.2355 -18.5952 9.8362
H -3.9158 -19.2602 10.6868
C -3.4035 -17.9009 9.1795
C -3.6871 -16.5430 9.7981
O -5.0723 -16.4841 10.0950
C -5.4357 -15.3542 10.8585
H -6.9003 -20.4463 6.1734
H -5.6933 -19.4786 5.3251
H -7.0516 -18.6085 5.9953
H -3.8382 -19.5740 7.0072
H -4.8182 -21.0892 7.1275
H -3.3342 -20.8099 9.1652
H -4.9504 -20.9247 9.5257
H -3.6237 -17.8175 8.1171
H -2.3414 -18.1250 9.2559
H -3.5219 -15.8218 8.9880
H -3.0449 -16.2951 10.6464
H -4.9571 -15.3608 11.8422
H -6.5183 -15.3886 10.9620
H -5.1876 -14.3691 10.4449
C -1.6605 -24.1008 8.0576
O -1.2683 -22.8600 8.6077
C 0.1272 -22.4982 8.5176
C 0.4671 -22.2215 7.0456
N -0.5768 -21.4255 6.3564
H -1.4586 -21.9170 6.5302
H -0.7232 -20.4750 6.7535
C -0.3928 -21.3937 4.8484
C -1.7293 -21.1302 4.1840
O -2.5955 -22.1805 4.5318
C -3.9002 -22.0559 3.9912
H -1.3919 -24.2052 7.0018
H -2.7341 -24.2541 8.1581
H -1.2257 -24.9691 8.5628
H 0.7802 -23.2900 8.8776
H 0.1625 -21.5938 9.1137
H 0.4020 -23.2200 6.6104
H 1.4842 -21.8686 6.8854
H 0.1679 -22.2564 4.5093
H 0.1743 -20.4663 4.7477
H -1.5926 -20.9600 3.1089
H -2.1201 -20.1468 4.4763
H -4.5031 -22.7919 4.5210
H -3.8970 -22.2782 2.9229
H -4.3625 -21.0780 4.1567
C -0.4903 -14.0375 10.6597
O -0.5917 -13.1427 9.5576
C -0.4217 -13.7782 8.3131
C -0.8704 -12.8457 7.2322
N -0.2303 -11.5030 7.3745
H -0.2141 -11.2288 8.3725
H 0.7585 -11.4530 7.1230
C -0.9180 -10.3684 6.6672
C -0.8089 -9.1273 7.5120
O -1.1458 -9.4988 8.8372
C -1.3657 -8.5614 9.8603
H -1.0371 -13.5778 11.4842
H 0.5309 -14.2389 10.9768
H -1.0568 -14.9671 10.5530
H -1.0380 -14.6810 8.2101
H 0.5766 -14.2339 8.2719
H -1.9410 -12.6786 7.3428
H -0.7365 -13.2954 6.2469
H -1.9673 -10.6203 6.5532
H -0.4194 -10.1736 5.7207
H -1.5717 -8.3863 7.2452
H 0.1628 -8.6267 7.5862
H -2.2492 -7.9666 9.6123
H -0.5102 -7.8846 9.9763
H -1.4555 -9.0579 10.8219
N 5.1662 -21.1389 9.3918
S 6.3856 -21.5493 8.5310
O 6.6493 -20.8424 7.2864
O 6.7018 -22.9474 8.6037
F 7.5484 -20.9242 9.4771
S 4.0612 -21.2115 8.1771
O 4.1832 -22.1943 7.1350
O 3.4182 -19.9819 7.8008
F 2.9280 -21.9693 9.0602
N 2.2635 -16.4848 13.2566
S 2.3678 -16.2585 14.7961
O 2.1233 -17.3942 15.6589
O 1.9095 -14.9614 15.2572
F 3.9613 -16.0625 14.8525
S 0.6981 -17.1202 13.2510
O -0.3591 -16.2157 13.5443
O 0.5163 -18.5123 13.5623
F 0.6808 -17.1708 11.6414
N -0.9617 -18.6997 7.1717
S 0.3528 -18.2019 7.8644
O 0.1777 -17.2319 8.9096
O 1.4872 -17.9525 7.0002
F 0.7225 -19.5236 8.6397
S -1.2037 -17.5436 6.0307
O -0.5366 -17.7796 4.7833
O -1.4932 -16.2063 6.4425
F -2.6665 -18.0871 5.6090
B -2.0427 -13.6951 3.2217
F -2.1063 -12.5718 4.0636
F -1.5588 -14.8336 3.8848
F -3.3062 -14.0463 2.7166
F -1.1387 -13.4630 2.1564



17
Properties=species:S:1:pos:R:3 method="wB97M-V/def2-TZVPD" homo_ev="1.13 / -5.97" homo_lumo_gap_ev="2.5891 / 9.5920" total_charge=-1 spin_multiplicity=2
C -0.1590 0.5275 1.3073
C 0.1171 0.0870 -0.1135
C -1.0602 -0.2500 -0.9910
C -2.2780 0.2659 -0.8889
N -0.0365 -0.6165 2.2602
H -1.0434 1.1286 1.5355
H 0.6261 1.2245 1.6243
H 0.8371 -0.7252 -0.0808
H 0.7004 0.8159 -0.6823
H -0.7878 -1.0572 -1.6666
H -2.5068 0.9507 -0.0819
H -3.0357 0.0565 -1.6339
H 0.5206 -0.2992 3.0430
H -0.9396 -0.9125 2.6067
H 2.8134 -0.9078 -1.9296
H 3.0268 0.0923 -0.8180
O 2.5995 0.0165 -1.6963